Entry 1:
Density functional theory data (ωB97M-V/def2-TZVPD) for a 2-piece molecular cluster, C5H13NO overall.

Geometry as ORCA input:
```
! wB97M-V def2-TZVPD RIJCOSX def2/J DEFGRID3
* xyz 0 1
C -0.86718 -0.21746 2.55370
C -0.19997 -1.02471 1.42934
N -1.53361 0.86350 -0.99850
C -0.30492 0.82798 -0.31751
C 0.32561 -0.20731 0.29470
C 0.50467 2.07089 -0.66743
H -0.83234 -0.85193 3.45161
H -1.86430 0.10102 2.27419
H -0.17755 0.58198 2.83599
H 0.60236 -1.60445 1.90506
H -0.77179 -1.87581 1.06849
H -1.59518 1.52328 -1.75325
H -1.78055 -0.06548 -1.30686
H 1.37855 -0.14832 0.09553
H -0.00385 3.02734 -0.79320
H 1.11396 1.90795 -1.56709
H 1.25878 2.17582 0.11936
H 1.38699 -2.50476 -2.50843
H 1.30199 -1.99938 -1.10495
O 1.77193 -1.85057 -1.93170
*
```

Calculated values
**Frontier orbital gap**: 8.15 eV
**E_LUMO**: 0.72 eV
**Molar mass**: 103.16 g mol⁻¹
**SMILES string**: CC/C=C(/C)N.O
**E_tot**: -328.2326 Eh
**Maximum force**: 2.64 eV/Å
**Energy above the lowest of the compared OMol25 structures with the same formula, charge and spin**: 54.13 kcal per mole

Atomic partial charges in e from the natural (NBO) method, atoms 1 to 5: C -0.600; C -0.431; N -0.819; C 0.260; C -0.387


Entry 2:
Density functional theory data (ωB97M-V/def2-TZVPD) for a 2-piece molecular cluster, C4H9N overall.

Geometry as ORCA input:
```
! wB97M-V def2-TZVPD RIJCOSX def2/J DEFGRID3
* xyz 0 1
C 1.21292 -2.49483 0.85603
C 0.10129 -1.77134 0.76342
H 1.26586 -3.45107 0.35196
H 2.06846 -2.18355 1.43740
H -0.91792 -2.12116 0.68079
H 0.16495 -0.84405 1.32512
C 0.28216 2.16341 0.17658
C -0.51355 1.77804 -0.81580
N -0.98919 0.48493 -1.10140
H 0.47576 1.62834 1.09420
H 0.75012 3.13451 0.06559
H -0.88948 2.53591 -1.49317
H -0.76202 -0.18583 -0.36369
H -2.00986 0.53085 -1.07310
*
```

Calculated values
**Frontier orbital gap**: 9.73 eV
**E_LUMO**: 1.14 eV
**Molar mass**: 71.12 g mol⁻¹
**SMILES string**: C=CN.C=C
**E_tot**: -212.4743 Eh
**Maximum force**: 2.58 eV/Å
**Energy above the lowest of the compared OMol25 structures with the same formula, charge and spin**: 48.22 kcal per mole

Atomic partial charges in e from the natural (NBO) method, atoms 1 to 5: C -0.335; C -0.448; H 0.189; H 0.200; H 0.211


Entry 3:
Density functional theory data (ωB97M-V/def2-TZVPD) for an isolated ion of composition H4N2O2P and charge -1.

Geometry as ORCA input:
```
! wB97M-V def2-TZVPD RIJCOSX def2/J DEFGRID3
* xyz -1 1
N 1.87010 0.17599 0.02045
N -1.90392 0.68648 0.09226
O -0.22734 -1.43358 0.86943
O -0.07284 -0.66698 -1.64590
P -0.03439 -0.38032 -0.18779
H 2.25949 -0.26310 -0.73116
H 2.10399 -0.55129 0.74335
H -1.98485 1.67299 -0.26372
H -2.01024 0.75981 1.10309
*
```

Calculated values
**Frontier orbital gap**: 9.11 eV
**E_LUMO**: 4.30 eV
**Molar mass**: 95.02 g mol⁻¹
**SMILES string**: NP(N)(=O)[O-]
**E_tot**: -603.8255 Eh
**Maximum force**: 5.25 eV/Å
**Energy above the lowest of the compared OMol25 structures with the same formula, charge and spin**: 59.62 kcal per mole

Atomic partial charges in e from the natural (NBO) method, atoms 1 to 5: N -1.136; N -1.144; O -1.161; O -1.160; P 2.248